## A
13
Properties=species:S:1:pos:R:3 method="wB97M-V/def2-TZVPD" homo_lumo_gap_ev=10.68 e_lumo_ha=0.0385 e_homo_ev=-9.636 smiles="O=CNC1CC1"
O 2.79 -1.54 -0.29
C 1.92 -0.74 -0.55
N 1.06 -0.20 0.35
C -0.06 0.61 -0.04
C -1.27 0.59 0.85
C -1.32 -0.09 -0.49
H 1.74 -0.36 -1.58
H 1.16 -0.50 1.31
H 0.20 1.56 -0.50
H -1.23 -0.02 1.75
H -1.80 1.52 0.97
H -1.93 0.34 -1.27
H -1.26 -1.18 -0.50

## B
13
Properties=species:S:1:pos:R:3 method="wB97M-V/def2-TZVPD" homo_lumo_gap_ev="8.07 / 8.12" e_lumo_ha="-0.0425 / -0.0313" e_homo_ev="-9.229 / -8.974"
O -2.75 0.38 0.04
N -1.69 -0.51 0.22
C -0.57 0.14 0.31
C -0.47 1.58 0.34
C 1.75 -0.22 -0.50
C 0.69 -0.66 0.52
H -3.50 -0.21 -0.09
H -1.02 2.00 -0.53
H 1.88 0.87 -0.46
H 1.45 -0.50 -1.52
H 2.73 -0.68 -0.29
H 0.45 -1.72 0.43
H 1.05 -0.47 1.54

If we sort the structures by their calculated energies, the order from most to least stable is A, B.

## A
13
Properties=species:S:1:pos:R:3 method="wB97M-V/def2-TZVPD" homo_lumo_gap_ev=9.09 e_lumo_ha=0.0180 e_homo_ev=-8.601
C 0.32 -1.35 0.06
C 0.54 -0.25 -0.40
C 0.79 1.16 -0.90
C 0.17 -2.66 0.61
N -1.41 2.50 0.24
O -0.15 2.70 -0.41
H 1.83 1.42 -0.42
H 0.71 1.25 -1.95
H -0.36 -3.28 -0.13
H -0.36 -2.67 1.55
H 1.24 -2.96 0.77
H -1.41 2.40 1.24
H -1.90 1.75 -0.27

## B
13
Properties=species:S:1:pos:R:3 method="wB97M-V/def2-TZVPD" homo_lumo_gap_ev=8.59 e_lumo_ha=0.0141 e_homo_ev=-8.206
C -1.13 -0.39 1.24
C -1.32 -0.88 -0.19
N -0.68 -0.10 -1.09
C 0.76 -0.13 -0.83
C 1.37 1.08 -0.18
O 2.56 1.26 -0.21
H -0.94 0.69 1.34
H -0.45 -0.93 1.92
H -2.13 -0.60 1.61
H 0.89 -1.01 -0.18
H -0.91 -0.35 -2.05
H 1.29 -0.39 -1.74
H 0.68 1.76 0.36

If we sort the structures by their calculated energies, the order from most to least stable is B, A.

## A
13
Properties=species:S:1:pos:R:3 method="wB97M-V/def2-TZVPD" homo_lumo_gap_ev=10.39 e_lumo_ha=0.0363 e_homo_ev=-9.401
C -3.92 0.40 -0.89
C -0.82 -0.30 0.80
C -0.66 -0.25 -0.79
C 0.39 0.34 1.46
N -1.70 -1.08 1.17
O -4.05 -0.27 -1.82
H -1.76 -1.35 2.15
H -0.84 0.76 -1.12
H -1.43 -0.82 -1.26
H 0.35 -0.65 -1.01
H 1.23 -0.12 1.00
H 0.31 0.02 2.54
H 0.29 1.48 1.44

## B
13
Properties=species:S:1:pos:R:3 method="wB97M-V/def2-TZVPD" homo_lumo_gap_ev=9.15 e_lumo_ha=0.0263 e_homo_ev=-8.433
O 2.72 0.05 0.66
C 0.19 0.33 -1.01
C 0.05 -1.10 -0.49
C -1.23 -0.42 -0.26
N -1.15 0.33 0.99
C -0.56 1.08 -0.10
H 1.99 0.39 1.20
H 2.45 0.26 -0.24
H 0.54 -1.37 0.44
H 0.14 -1.85 -1.28
H -2.15 -0.50 -0.82
H -2.06 0.74 1.23
H -0.93 2.08 -0.31

If we sort the structures by their calculated energies, the order from most to least stable is A, B.

## A
15
Properties=species:S:1:pos:R:3 method="wB97M-V/def2-TZVPD" total_charge=+1 multiplicity=2 homo_lumo_gap_ev="9.86 / 3.95" e_lumo_ha="-0.1826 / -0.3554" e_homo_ev="-14.826 / -13.619"
O 3.31 0.33 -0.23
C 2.83 -0.36 -1.06
C 1.29 -0.58 -1.17
H 3.41 -0.52 -1.98
H 1.27 -1.52 -0.60
H 1.08 -0.77 -2.21
H 0.78 0.23 -0.67
N -1.13 -0.42 0.61
C -2.30 0.48 0.88
O -1.84 1.64 1.53
H -0.42 0.00 1.22
H -1.31 -1.31 1.06
H -2.87 0.82 0.02
H -2.96 -0.06 1.56
H -1.15 2.06 1.05

## B
15
Properties=species:S:1:pos:R:3 method="wB97M-V/def2-TZVPD" total_charge=+1 multiplicity=2 homo_lumo_gap_ev="8.92 / 5.04" e_lumo_ha="-0.1836 / -0.3258" e_homo_ev="-13.920 / -13.905"
C -1.34 0.31 1.81
C -0.02 0.59 1.90
O 0.97 -0.10 1.24
H -2.01 1.06 2.19
H -1.79 -0.61 1.51
H 0.28 1.34 2.66
H 0.56 -0.73 0.57
N -0.47 0.75 -1.83
C 0.65 -0.20 -1.70
O 0.23 -1.38 -0.99
H -0.56 1.24 -0.91
H -0.42 1.47 -2.55
H 1.09 -0.66 -2.60
H 1.43 0.43 -1.23
H -0.69 -1.19 -0.94

If we sort the structures by their calculated energies, the order from most to least stable is B, A.

## A
15
Properties=species:S:1:pos:R:3 method="wB97M-V/def2-TZVPD" homo_lumo_gap_ev="8.35 / 8.35" e_lumo_ha="0.0018 / 0.0018" e_homo_ev="-8.297 / -8.297"
C 2.08 -1.69 0.12
C -2.60 0.28 -0.09
C 0.91 0.37 -0.05
N 0.27 2.63 -0.14
N 0.81 1.55 -0.12
O 1.89 -0.38 -0.51
S -1.58 -1.27 0.06
H 2.66 -2.08 -0.75
H 1.06 -2.26 0.37
H 2.69 -1.40 1.04
H -2.84 0.47 0.89
H -3.41 -0.01 -0.65
H -2.04 1.18 -0.50
H -0.29 -0.77 -0.17
H 0.38 3.38 0.49

## B
15
Properties=species:S:1:pos:R:3 method="wB97M-V/def2-TZVPD" homo_lumo_gap_ev=9.53 e_lumo_ha=0.0219 e_homo_ev=-8.937 smiles="C[SH]1=NCOCN=1"
C 2.26 -0.14 -0.72
S 0.83 0.07 0.44
N 0.19 1.42 0.26
C -1.46 1.18 0.04
O -1.76 0.03 -0.55
C -1.35 -1.17 0.17
N 0.02 -1.24 0.31
H 2.77 -1.02 -0.51
H 1.57 -0.22 -1.61
H 2.88 0.79 -0.83
H 1.48 -0.03 1.75
H -1.99 1.49 1.09
H -1.79 2.01 -0.63
H -1.69 -1.93 -0.39
H -1.98 -1.23 1.18

## C
15
Properties=species:S:1:pos:R:3 method="wB97M-V/def2-TZVPD" homo_lumo_gap_ev=8.83 e_lumo_ha=0.0081 e_homo_ev=-8.607
C 1.40 -0.33 0.45
C 0.78 0.90 -0.44
C -0.76 0.65 -0.27
H 2.33 -2.15 -0.24
H 2.49 0.05 0.94
H 0.33 -0.71 1.36
H 1.03 0.52 -1.42
H 1.27 1.83 -0.24
H -1.21 2.44 -0.08
H -0.54 -1.43 -0.18
H -2.76 0.02 1.18
N -1.78 1.61 -0.10
N -1.11 -0.69 -0.48
O 1.30 -1.62 -0.39
S -2.78 -1.09 -0.11

If we sort the structures by their calculated energies, the order from most to least stable is B, A, C.

## A
15
Properties=species:S:1:pos:R:3 method="wB97M-V/def2-TZVPD" homo_lumo_gap_ev=9.82 e_lumo_ha=0.0283 e_homo_ev=-9.054 smiles="O=CNNCCS"
O -2.43 -1.81 -0.06
C -1.98 -0.73 0.22
N -1.32 0.03 -0.69
N -0.65 1.13 -0.20
C 0.79 1.09 -0.23
C 1.31 -0.06 0.59
S 1.59 -1.57 -0.47
H -2.04 -0.24 1.22
H -1.24 -0.28 -1.66
H -1.02 1.95 -0.62
H 1.13 2.08 0.12
H 1.16 0.93 -1.26
H 0.70 -0.41 1.42
H 2.30 0.16 0.97
H 1.70 -2.27 0.67

## B
15
Properties=species:S:1:pos:R:3 method="wB97M-V/def2-TZVPD" homo_lumo_gap_ev=9.59 e_lumo_ha=0.0202 e_homo_ev=-9.040
C -0.99 1.12 -0.05
C -0.54 -0.30 0.28
C 0.42 -2.16 1.41
N -0.49 1.73 -1.35
N -0.08 -0.82 1.27
O 1.86 0.45 -2.03
S 1.20 1.74 -1.76
H -2.10 0.73 -0.05
H -0.69 1.92 0.68
H -0.73 -0.93 -0.63
H 1.45 1.92 -0.14
H 1.20 -1.92 2.10
H -0.22 -2.94 1.85
H 0.90 -2.44 0.45
H -1.21 1.90 -2.02

## C
15
Properties=species:S:1:pos:R:3 method="wB97M-V/def2-TZVPD" homo_lumo_gap_ev=9.29 e_lumo_ha=-0.0138 e_homo_ev=-9.662
C 2.71 -1.17 0.08
C 0.02 0.82 0.18
C -0.69 -0.57 0.31
H 3.23 -0.70 1.44
H 1.72 -2.11 0.29
H 3.69 -1.51 -0.82
H 1.56 1.92 -0.07
H -1.58 1.58 -0.38
H -0.10 -1.32 -0.35
H -0.54 -0.51 1.45
H -2.47 -1.60 -1.44
N 1.42 0.84 0.35
N -0.64 1.98 -0.18
O 2.17 -0.04 -0.58
S -2.53 -0.60 -0.01

## D
15
Properties=species:S:1:pos:R:3 method="wB97M-V/def2-TZVPD" homo_lumo_gap_ev=9.70 e_lumo_ha=0.0262 e_homo_ev=-8.987 smiles="NC(=O)NCCS"
N -1.11 -0.59 2.18
C 0.20 -0.75 1.71
O 0.85 -1.71 2.06
N 0.53 0.39 0.74
C 0.09 0.80 -0.62
C 0.41 -0.42 -1.56
S -0.11 0.03 -3.26
H -1.61 -1.28 2.77
H -1.19 0.37 2.53
H 1.28 1.08 0.98
H 0.55 1.72 -0.99
H -1.01 0.88 -0.57
H -0.18 -1.30 -1.14
H 1.45 -0.55 -1.87
H -0.14 1.34 -2.95

If we sort the structures by their calculated energies, the order from most to least stable is A, D, B, C.

## A
15
Properties=species:S:1:pos:R:3 method="wB97M-V/def2-TZVPD" homo_lumo_gap_ev=10.18 e_lumo_ha=0.0313 e_homo_ev=-9.333 smiles="NC(=O)[C@@H](N)CS"
N 2.41 -1.04 -0.50
C 1.13 -1.23 -0.13
O 0.48 -2.24 -0.38
C 0.37 0.05 0.30
N 1.01 1.22 -0.34
C -1.11 -0.09 -0.07
S -2.05 1.44 0.54
H 2.74 -0.26 -1.03
H 2.98 -1.86 -0.68
H 0.39 0.07 1.39
H 0.87 1.10 -1.34
H 0.54 2.03 0.04
H -1.66 -0.96 0.24
H -1.27 -0.02 -1.14
H -1.87 1.21 1.84

## B
15
Properties=species:S:1:pos:R:3 method="wB97M-V/def2-TZVPD" homo_lumo_gap_ev=9.87 e_lumo_ha=0.0208 e_homo_ev=-9.308 smiles="NC(=O)NCCS"
N -0.22 -1.76 -0.99
C -1.45 -1.16 -0.76
O -2.35 -1.13 -1.57
N -1.51 -0.54 0.49
C -0.26 0.02 1.09
C 0.58 1.12 0.30
S 2.26 1.62 0.67
H 0.00 -1.85 -2.03
H 0.70 -1.92 -0.56
H -2.36 0.00 0.77
H 0.34 -0.92 1.30
H -0.64 0.56 1.99
H -0.11 1.98 0.26
H 0.42 0.75 -0.70
H 3.18 0.79 0.59

If we sort the structures by their calculated energies, the order from most to least stable is A, B.